1.
C5H5NO | ωB97M-V/def2-TZVPD

ORCA input file:
```
! wB97M-V def2-TZVPD RIJCOSX def2/J DEFGRID3
* xyz 0 1
N -1.49087 -1.59161 2.19745
C -1.08918 -0.77835 1.48090
C -0.55821 0.19525 0.56828
C -0.51021 -0.10575 -1.10574
C 0.95145 0.25628 -1.00540
O 1.73750 0.49430 -1.88929
C 0.90194 0.40579 0.48411
H -1.12971 1.11942 0.65409
H -1.12818 0.55322 -1.71799
H -0.70423 -1.15279 -1.35091
H 1.56377 -0.58314 0.68729
H 1.45594 1.18736 0.99722
*
```

Properties
Kohn-Sham gap   0.39733 hartree
LUMO   0.63 eV
SMILES string   N#CC1CC(=O)C1
ΔE to the lowest compared entry with this formula, charge and spin   39.1 kcal per mole

2.
C44H36F2N2O3P2Sn | ωB97M-V/def2-TZVPD

ORCA input file:
```
! wB97M-V def2-TZVPD RIJCOSX def2/J DEFGRID3
* xyz 2 1
Sn 0.45821 0.31106 -0.75687
C -6.73364 1.91026 -2.28310
C -6.54712 0.67961 -1.40655
C -7.50291 0.59993 -0.22823
C -7.27681 1.76191 0.72597
C -5.82541 1.85828 1.11402
C -5.44765 2.48727 2.27502
C -4.10179 2.55576 2.64110
F -3.78774 3.17785 3.77603
C -3.11374 1.99885 1.88520
C -3.46561 1.34546 0.69328
C -2.44999 0.74924 -0.13214
O -1.21300 0.89914 0.25812
C -2.85574 0.10277 -1.31528
C -4.20733 0.10079 -1.63567
N -5.14351 0.65536 -0.89177
C -4.81737 1.28565 0.30441
C -1.96947 -0.65401 -2.28188
O -2.44153 -1.27790 -3.19093
O -0.66347 -0.67067 -2.02456
H -7.76943 1.96862 -2.61581
H -6.09686 1.85836 -3.16625
H -6.49351 2.82721 -1.74428
H -6.64563 -0.22162 -2.01076
H -7.35138 -0.34744 0.29448
H -8.52429 0.60152 -0.60628
H -7.88154 1.64143 1.62417
H -7.59209 2.70158 0.26560
H -6.18973 2.93062 2.92724
H -2.08228 2.05717 2.19956
H -4.52113 -0.38577 -2.55063
N 2.90166 -1.72717 0.28886
P 3.56172 -0.26069 -0.40731
C 5.29573 -0.69794 -0.61732
C 6.14853 -0.87458 0.47511
C 7.46631 -1.24017 0.26288
C 7.93919 -1.42042 -1.03267
C 7.09887 -1.23723 -2.12084
C 5.77562 -0.87500 -1.91486
C 3.52262 0.88324 1.00260
C 2.73352 0.65495 2.12809
C 2.59657 1.64364 3.09659
C 3.24572 2.85915 2.94676
C 4.03991 3.08816 1.82823
C 4.17061 2.11061 0.85657
P 1.30009 -1.99630 0.00815
C 0.43183 -2.49220 1.49241
C -0.45190 -1.63105 2.13813
C -1.06175 -2.02453 3.32166
C -0.78550 -3.27231 3.85907
C 0.09352 -4.13672 3.21578
C 0.69868 -3.75423 2.03300
C 1.06824 -3.23684 -1.23463
C 2.08391 -3.46871 -2.16601
C 1.89724 -4.42254 -3.15192
C 0.70220 -5.12708 -3.21589
C -0.31416 -4.88420 -2.29938
C -0.13701 -3.93788 -1.30787
H 3.52043 -2.52883 0.34931
H 5.78309 -0.71271 1.48246
H 8.13050 -1.37675 1.10562
H 8.97246 -1.69815 -1.19254
H 7.47427 -1.36911 -3.12649
H 5.11610 -0.72237 -2.76165
H 2.26050 -0.30773 2.28478
H 1.99917 1.45166 3.97864
H 3.14894 3.62395 3.70581
H 4.56138 4.02992 1.71752
H 4.78882 2.29932 -0.01479
H -0.68255 -0.65143 1.73841
H -1.74853 -1.35612 3.82336
H -1.25796 -3.57697 4.78338
H 0.30373 -5.11058 3.63632
H 1.37251 -4.43663 1.52781
H 3.01292 -2.91316 -2.12118
H 2.68180 -4.61691 -3.87012
H 0.55970 -5.87177 -3.98745
H -1.24361 -5.43283 -2.36099
H -0.92940 -3.74283 -0.59447
F 2.77303 5.98206 -1.20309
C 2.26797 4.75188 -1.13138
C 1.39300 4.45340 -0.10461
C 0.86294 3.17455 -0.03153
C 1.24644 2.22323 -0.97154
C 2.13626 2.53777 -1.99509
C 2.64598 3.82096 -2.08536
H 1.13706 5.21352 0.62075
H 0.17302 2.93063 0.76491
H 2.44496 1.79471 -2.71960
H 3.32655 4.10702 -2.87560
*
```

Properties
Kohn-Sham gap   0.28458 hartree
LUMO   -5.78 eV
ΔE to the lowest compared entry with this formula, charge and spin   15.3 kcal per mole

3.
C22H57F2N8O14RbS2 | ωB97M-V/def2-TZVPD

ORCA input file:
```
! wB97M-V def2-TZVPD RIJCOSX def2/J DEFGRID3
* xyz 6 1
Rb 3.22113 -17.31152 16.09560
N 3.92392 -14.70767 15.42296
S 2.73309 -14.04061 14.69285
O 2.55117 -12.63040 14.75856
O 1.54821 -14.85212 14.64839
F 3.25397 -14.18616 13.19561
S 4.09949 -13.67623 16.74681
O 2.92443 -13.60955 17.56182
O 4.89415 -12.51623 16.59780
F 4.89711 -14.71594 17.65014
C 4.79977 -5.95596 16.50412
C 5.08864 -7.31772 15.90284
O 6.14250 -7.58826 15.45927
N 3.96471 -8.34751 15.93191
H 3.06076 -7.87244 15.88529
H 3.99562 -8.85371 15.00745
C 4.01548 -9.22417 17.12968
H 4.25565 -5.28957 15.83291
H 5.77495 -5.49519 16.63825
H 4.29332 -6.06147 17.46493
H 3.28330 -10.01061 16.95767
H 3.85240 -8.64577 18.03393
H 5.00310 -9.67844 17.14411
C -0.03887 -13.45110 18.86950
C -0.04662 -11.97736 18.73913
O -0.66265 -11.32356 17.98020
N 0.74711 -11.24349 19.85429
H 0.27564 -11.57615 20.71105
H 1.66556 -11.66676 20.00611
C 0.58223 -9.73832 19.81361
H 0.67959 -13.94499 19.52771
H -0.01638 -14.00378 17.93393
H -0.96085 -13.78979 19.36137
H -0.43696 -9.37436 19.80954
H 1.19132 -9.46392 18.95750
H 1.11169 -9.36980 20.69154
C 2.53523 -11.19158 11.10775
C 2.88619 -10.13158 10.10396
O 3.26162 -10.25400 9.00298
N 2.57461 -8.66907 10.54053
H 1.94992 -8.75220 11.34624
H 3.38008 -8.21426 10.98352
C 1.90434 -7.84800 9.46101
H 1.59004 -11.02766 11.62399
H 3.33860 -11.03677 11.85164
H 2.62736 -12.20986 10.75384
H 2.48084 -8.02107 8.55668
H 1.99948 -6.80664 9.75560
H 0.86765 -8.14270 9.34872
C 1.36081 -16.38669 11.22166
C 0.36452 -17.46989 10.83902
O -0.64732 -17.63732 11.40302
N 0.75645 -18.30267 9.62572
H -0.08665 -18.57398 9.09628
H 1.22321 -17.74951 8.89709
C 1.48453 -19.58332 9.94890
H 0.91102 -15.51093 10.73894
H 2.36603 -16.48597 10.82021
H 1.30274 -16.27584 12.31199
H 2.53475 -19.38566 10.13917
H 1.42603 -20.35354 9.18102
H 0.94944 -19.99862 10.80190
C -1.24606 -12.83104 13.01537
C -1.14112 -12.88799 11.51124
O -0.12222 -12.96832 10.89554
N -2.40253 -12.76197 10.65276
H -2.31998 -13.51137 9.96152
H -3.22124 -12.98470 11.22924
C -2.64851 -11.36103 10.08962
H -0.54155 -13.52531 13.48205
H -2.26693 -13.09199 13.29190
H -0.92966 -11.83000 13.31172
H -1.92573 -11.31299 9.27644
H -2.57900 -10.56700 10.82116
H -3.60862 -11.41457 9.57950
C 8.31257 -16.06221 16.15098
C 7.63686 -14.84529 15.59705
O 7.85535 -13.71847 15.85334
N 6.52956 -15.10804 14.57628
H 6.33057 -16.09750 14.44042
H 5.62972 -14.66853 14.78427
C 6.88902 -14.64215 13.15137
H 8.76255 -16.69238 15.38184
H 7.48671 -16.63374 16.59139
H 9.05066 -15.75176 16.88114
H 5.88768 -14.57471 12.73447
H 7.42838 -15.49224 12.74072
H 7.44521 -13.71494 13.07710
C 7.57679 -12.34856 18.89404
C 8.51922 -11.71172 19.89990
O 9.21297 -10.80015 19.68474
N 8.40985 -12.36129 21.27524
H 7.50326 -12.18839 21.71472
H 8.44671 -13.37880 21.16281
C 9.60697 -11.97944 22.13066
H 7.46115 -11.77690 17.98200
H 6.59841 -12.48045 19.37586
H 7.85264 -13.39285 18.72482
H 9.51703 -10.95079 22.46387
H 10.50096 -12.14582 21.53735
H 9.69948 -12.59910 23.02119
O 5.87646 -11.72248 13.90773
C 5.30939 -10.72229 13.13489
O 4.68395 -9.77324 13.74314
O 5.58009 -10.67903 11.95108
H 5.45968 -11.48738 14.74947
*
```

Properties
Kohn-Sham gap   0.26005 hartree
LUMO   -12.68 eV

4.
C28H42BrN3P2Ti | ωB97M-V/def2-TZVPD

ORCA input file:
```
! wB97M-V def2-TZVPD RIJCOSX def2/J DEFGRID3
* xyz 4 1
C 1.59804 -4.02904 1.83035
C 0.85232 -3.42650 0.77852
C -0.27648 -4.13260 0.27198
C -0.57010 -5.38875 0.81481
N 0.13691 -5.91888 1.81715
C 1.22260 -5.29846 2.27733
C 1.22962 -2.15264 0.26076
C 2.02966 -1.34668 -0.32356
C 2.73628 -0.83925 -1.48128
C 2.59078 0.51707 -1.84203
C 2.96071 0.98891 -3.10431
C 3.30145 0.02539 -4.02613
C 3.61657 -1.29546 -3.68843
C 3.35843 -1.72448 -2.39020
Ti 0.94027 0.46282 -0.14559
P -0.45047 -0.00365 1.85065
H -0.92032 -3.71666 -0.50988
H 2.44298 -3.51919 2.30085
H -1.39885 -5.98057 0.41576
H 1.82521 -5.82138 3.02633
H 3.49912 -2.76173 -2.07678
H 2.16162 1.35795 -1.23019
H 4.03245 -1.95358 -4.44311
H 2.85584 2.04157 -3.34694
C -1.27775 1.44107 2.63132
C -2.41913 1.10166 3.58355
H -1.65530 2.07174 1.81338
H -0.50258 2.02983 3.14227
H -2.86383 2.02986 3.96118
H -3.21527 0.53818 3.08238
H -2.09187 0.53704 4.46503
C -1.78868 -1.21863 1.46338
C -2.16832 -2.19905 2.56739
H -1.43031 -1.78850 0.59383
H -2.66993 -0.66049 1.11185
H -2.98605 -2.83757 2.20613
H -1.32954 -2.86308 2.81365
H -2.53206 -1.71615 3.48356
C 0.66905 -0.72330 3.11971
C 0.17505 -0.71575 4.56566
H 1.59777 -0.13187 3.06428
H 0.94832 -1.73476 2.78926
H 0.94435 -1.16675 5.20580
H 0.01675 0.30763 4.92427
H -0.74125 -1.29988 4.71840
Br 3.27551 0.57862 -5.84801
P -1.02592 1.16169 -1.57565
C -2.73988 1.14500 -0.92721
C -3.72892 2.09917 -1.58684
H -2.66340 1.36219 0.14918
H -3.10417 0.11140 -1.00981
H -4.69035 2.02386 -1.06343
H -3.40986 3.14694 -1.53304
H -3.91819 1.84246 -2.63752
C -0.72852 2.87683 -2.15280
C -1.10641 3.14652 -3.60434
H 0.33818 3.09391 -1.98850
H -1.28668 3.54618 -1.48112
H -0.79746 4.16186 -3.87723
H -0.61550 2.46472 -4.30789
H -2.18974 3.08970 -3.76818
C -0.97263 0.04657 -3.03409
C -2.26170 -0.01339 -3.84813
H -0.72504 -0.95264 -2.64405
H -0.12290 0.35003 -3.66452
H -2.13677 -0.73837 -4.66046
H -3.12580 -0.33876 -3.25667
H -2.51055 0.94545 -4.31922
N 3.82013 3.25118 1.19330
C 2.68844 4.01233 1.50264
C 1.61818 3.24529 1.19813
N 2.06471 2.00187 0.75765
C 3.40786 2.04532 0.75523
H 4.79487 3.51720 1.30405
H 2.74756 5.01845 1.85694
H 0.56367 3.41618 1.28893
H 4.08726 1.25677 0.44035
*
```

Properties
Kohn-Sham gap   0.18681 hartree
LUMO   -14.82 eV
ΔE to the lowest compared entry with this formula, charge and spin   0.0 kcal per mole